[1]
# C27H24N2O5

An isolated molecule of C27H24N2O5 at a distorted geometry (wB97M-V/def2-TZVPD, the OMol25 dataset).

Structure (XYZ):
```
58
Properties=species:S:1:pos:R:3:forces:R:3:lowdin_charge:R:1
C -2.62989 -0.70782 -1.96092 0.342 0.147 0.106 -0.042
H -6.42253 -1.74520 -0.67971 0.113 -0.089 0.017 0.126
C -6.95150 -3.14919 0.87726 0.366 0.203 -0.187 -0.063
C 3.57746 -1.67982 -1.25713 -0.400 -0.071 -0.225 -0.392
C 0.81546 -0.59802 -1.85628 0.034 0.136 -0.036 -0.020
N 1.40691 1.21108 -0.51952 1.132 -0.500 0.211 0.126
H 8.20878 0.43697 2.06968 0.049 0.051 0.052 0.104
O 2.90786 -2.38196 -1.97684 0.253 0.189 0.225 0.115
O 3.69063 1.47833 0.67479 0.303 -0.398 -0.109 0.112
C -0.37327 0.38180 -1.78081 -0.095 0.012 0.038 -0.188
H -6.48213 -3.94915 1.44271 0.001 -0.102 0.057 0.078
C -3.73648 -1.32262 -1.39092 -0.253 -0.165 0.218 -0.006
H -4.52874 -1.66785 -2.03532 -0.118 -0.054 -0.002 0.105
H -7.28107 -2.38288 1.57313 -0.078 0.052 0.069 0.078
C 6.94795 -1.97738 0.06665 -0.208 -0.038 -0.113 0.011
C -1.66817 -0.42491 0.21342 -0.069 -0.071 0.124 0.047
C -1.92993 -0.75166 3.00306 0.207 0.111 0.159 -0.080
C -1.59470 -0.25575 -1.16792 -0.265 -0.085 -0.224 -0.215
C 6.25599 0.46349 1.21756 -0.163 -0.110 -0.139 -0.001
H -1.78823 0.33114 2.91577 0.004 -0.052 -0.014 0.099
C 5.33088 -0.20551 0.40633 0.354 -0.271 -0.005 -0.075
H -2.27874 -0.98906 4.00682 0.066 0.035 -0.051 0.095
C 1.84160 0.08422 -0.98915 -0.687 0.383 -0.084 -0.166
H -5.61208 -3.33090 -0.81048 -0.003 0.139 0.035 0.127
H -0.08404 5.41146 1.25718 0.049 0.054 0.050 0.102
C 7.49793 -0.08108 1.44453 0.086 0.067 0.079 -0.077
H -0.62217 0.78488 -2.76990 -0.029 -0.082 0.072 0.153
H 8.82006 -1.72340 1.04979 0.079 -0.052 0.005 0.107
C 5.68754 -1.43349 -0.16843 0.209 0.650 0.483 -0.181
H 0.56310 -1.58271 -1.46250 0.004 0.055 -0.088 0.132
H -2.58431 -0.58790 -3.03320 0.005 0.045 -0.134 0.115
C 0.09953 3.54431 0.25234 0.086 -0.099 0.012 -0.025
C 3.15876 -0.40792 -0.68503 0.615 0.276 0.444 -0.005
O -4.86267 -2.06224 0.63971 0.205 0.095 0.136 -0.031
H -2.37423 5.83989 0.43164 -0.047 0.076 0.025 0.096
C -1.85382 4.93791 0.14843 -0.115 0.133 0.032 -0.109
O -2.93325 -1.21427 2.13480 -0.243 -0.096 -0.432 -0.059
H -2.30126 2.13885 -1.68703 -0.049 -0.064 -0.053 0.101
H 5.96645 1.40708 1.65187 0.000 0.088 0.052 0.119
C -3.82578 -1.48539 -0.01946 0.035 0.012 0.064 -0.191
H -7.81135 -3.54340 0.34301 -0.095 -0.045 -0.037 0.075
H -3.46294 4.18721 -1.04606 -0.080 0.003 -0.034 0.103
N 0.16047 1.46092 -0.94260 -0.625 -0.378 -0.536 -0.072
H 1.09899 3.36103 0.61402 0.027 0.037 0.029 0.092
C -5.95402 -2.55843 -0.10684 -0.342 -0.157 -0.144 -0.260
C -1.80599 2.85216 -1.04863 0.102 -0.161 -0.103 -0.018
H -0.85300 -0.07285 0.82572 0.072 0.084 0.119 0.117
C -2.46231 4.00991 -0.68013 0.037 0.121 0.070 -0.087
O 4.83676 -2.12252 -0.95863 0.171 -0.276 -0.086 0.137
H 1.19083 -0.73949 -2.86873 -0.029 -0.035 0.043 0.130
H 2.77089 1.70575 0.38554 -0.115 -0.022 -0.057 0.074
C -0.56996 4.69571 0.61042 -0.085 0.016 -0.024 -0.094
H 7.19655 -2.92268 -0.38822 0.024 -0.110 -0.055 0.123
C -0.51156 2.60400 -0.58433 0.017 0.446 0.214 -0.203
C -2.76802 -1.02253 0.79798 -0.109 -0.094 0.091 -0.181
C 7.84341 -1.30140 0.86854 -0.129 0.015 -0.047 -0.066
H -0.97520 -1.25822 2.82456 -0.035 0.031 -0.010 0.097
C 4.01856 0.31146 0.12743 -0.581 -0.087 -0.304 -0.185
```
Forces are in eV/Å.

relative energy (zero: lowest compared OMol25 entry of this formula, charge and spin) = 66.9 kcal per mole
E_LUMO = -0.24 eV
E = -1528.9927 hartree
SMILES = CCOc1ccc([C@@H]2CC(c3c(O)c4ccccc4oc3=O)=NN2c2ccccc2)cc1OC
HOMO energy = -7.2579 eV

[2]
# C46H40BrF4N6OPS3SiSr

C46H40BrF4N6OPS3SiSr as an isolated structure at a distorted geometry (wB97M-V/def2-TZVPD, the OMol25 dataset).

Structure (XYZ):
```
104
Properties=species:S:1:pos:R:3:forces:R:3:lowdin_charge:R:1
H -3.09168 -2.36664 -3.62089 0.051 -0.068 0.103 0.017
C 1.59073 -2.35550 -2.65431 0.003 -0.081 -0.047 -0.485
C 3.10771 3.57001 0.29984 -0.014 -0.015 -0.086 -0.062
C 0.68681 -2.14334 3.69174 0.073 0.022 -0.104 -0.311
C -2.53407 3.64939 2.66396 0.072 -0.106 -0.018 -0.179
Br 1.00306 -3.39141 1.11640 0.026 0.000 -0.321 0.861
H 2.66372 1.98725 1.75832 -0.016 0.027 -0.123 0.087
N 2.28992 -1.63342 -1.71313 1.581 -1.103 -0.598 -0.073
C 1.12773 -4.53008 3.64909 0.014 -0.092 -0.082 -0.270
C 0.84653 -3.43112 5.74158 0.008 -0.016 0.165 -0.137
C -3.71478 -0.79666 2.80199 0.005 0.006 0.005 -0.077
H -5.08315 -1.39209 -2.54602 0.050 0.079 0.081 0.097
C 2.34482 -3.07120 -3.64232 -0.109 0.087 0.017 -0.051
H 1.63850 2.31779 -5.92243 -0.015 -0.021 0.136 0.118
C -0.64327 4.32392 -3.14170 -0.062 0.004 0.072 -0.198
H -4.45215 -1.18694 2.11082 0.044 0.014 0.019 0.102
H -1.65006 4.14911 -5.09696 0.043 -0.018 0.100 0.064
H 1.46362 3.91034 4.58499 0.006 -0.046 -0.016 0.107
H 4.36604 0.23169 -0.90670 -0.018 -0.026 0.013 0.068
N 2.11754 2.66850 -3.84853 0.095 0.032 -0.059 0.118
C -3.49225 0.00684 -1.86968 0.018 -0.198 -0.045 -0.173
H 0.03842 5.14373 -3.33568 -0.037 -0.025 0.012 0.097
H -0.20633 3.92225 -0.99380 -0.076 -0.019 -0.094 0.123
C 0.94265 1.95287 3.88469 -0.026 0.014 -0.012 -0.101
O -1.05659 0.92965 -0.35215 -2.865 2.645 0.623 -0.507
H 0.66239 -5.36162 -3.72387 -0.132 -0.001 0.015 0.016
H 3.01299 -0.72759 3.88166 -0.005 0.019 0.015 0.109
C -2.36547 -0.87688 2.49002 -0.053 0.052 0.004 -0.099
C 0.65056 -2.23882 5.07515 -0.050 0.158 0.052 -0.210
C 3.52764 1.22736 4.58377 -0.042 -0.005 -0.019 -0.081
H 3.77267 3.26650 5.22012 -0.038 -0.041 -0.025 0.102
C -2.08370 1.81143 -0.65807 -0.061 -0.015 0.229 -0.579
H -1.31842 -1.84001 -5.56263 0.076 -0.083 0.024 0.020
C -4.78925 -0.58518 -1.88498 0.078 0.030 -0.073 -0.183
H 3.60057 4.38927 0.79819 -0.063 -0.082 -0.062 0.114
H 5.33275 -1.17789 -0.45832 -0.021 -0.005 -0.004 0.075
C -4.11336 -0.18110 3.98006 0.033 -0.005 0.006 -0.072
H 5.47600 -2.28501 -2.60267 -0.051 -0.012 -0.005 0.099
C 1.08758 -4.58338 5.02509 0.005 -0.087 0.116 -0.139
F 0.79971 -3.48011 7.06960 -0.001 0.015 0.082 0.135
C 1.52053 2.00307 -4.89782 0.075 0.034 0.095 -0.066
C 1.80652 2.89282 4.43643 -0.036 -0.050 -0.033 -0.078
H 2.69331 3.48491 -3.93915 0.043 0.018 -0.001 0.152
C -2.54686 -3.12392 -3.04655 -0.198 0.030 0.001 -0.178
C -0.68215 -2.71751 -5.39312 0.064 0.086 -0.238 -0.180
F 1.27578 -5.73464 5.65773 0.013 -0.051 0.047 0.142
C 1.77779 2.03132 -2.70054 -0.015 0.015 -0.116 -0.286
H 1.82293 -3.64526 -4.39856 0.080 0.087 0.075 0.074
H -0.99730 -5.62704 -4.28638 0.050 -0.003 0.085 0.030
H 4.27112 -3.59036 -4.37457 -0.026 0.012 0.009 0.105
H -3.05918 -4.08200 -3.19748 0.036 0.134 0.020 0.034
C -3.15992 0.33892 4.84722 0.018 -0.001 -0.026 -0.072
N 1.00858 0.99876 -2.96082 0.295 0.613 -1.014 0.012
C 3.09989 2.53410 4.78882 0.008 -0.031 -0.006 -0.090
H -3.46970 0.82194 5.76661 0.014 -0.017 -0.031 0.105
C 0.84313 0.97079 -4.33116 -0.005 -0.085 0.284 -0.094
F 1.36379 -5.66301 2.98825 -0.014 0.051 -0.038 0.083
C 3.71169 -3.03814 -3.62693 0.016 0.024 0.060 -0.077
H 3.00278 4.36049 -1.66515 -0.008 0.020 -0.030 0.151
Sr 0.40209 -0.38119 -1.04539 0.340 -1.420 1.181 1.368
C -2.06666 2.61320 1.79844 0.003 0.041 0.144 -0.130
H -1.03145 -3.51357 -6.06095 0.010 0.115 0.024 0.029
H -2.37987 3.66896 3.73748 -0.006 -0.026 -0.108 0.099
H -1.52607 1.73217 2.09549 0.031 -0.016 0.067 0.071
N 2.07393 1.66646 -0.28619 0.158 0.098 -0.103 0.082
C -3.20797 4.61783 1.98556 -0.022 -0.036 0.002 -0.416
C 2.63416 2.37679 0.75133 -0.105 -0.125 -0.008 -0.098
C 2.66240 0.28694 4.04079 0.028 0.018 -0.001 -0.105
F 0.40903 -1.16813 5.83976 0.067 -0.013 -0.076 0.104
H -2.67326 -0.31540 -2.50426 -0.086 0.025 0.050 0.096
H -6.65702 -0.25344 -0.76505 0.114 0.005 -0.039 0.063
C 2.21033 2.41716 -1.35554 0.086 -0.028 -0.121 -0.295
H 4.53775 0.93814 4.84905 -0.044 0.002 -0.010 0.105
S -3.27220 4.27229 0.30943 0.046 0.021 -0.156 1.034
C 4.39460 -2.30884 -2.64376 -0.030 -0.033 -0.057 -0.067
H 0.33911 -2.45363 -5.69307 -0.134 -0.043 0.004 0.017
C -1.51258 3.83427 -4.07189 0.085 -0.032 -0.003 -0.419
S -4.83588 1.22517 -0.09635 -0.030 0.096 0.019 1.046
C -3.36271 1.00551 -0.95078 0.069 0.147 0.018 -0.473
C -1.80812 0.24476 4.54345 -0.054 0.066 0.101 -0.099
H 3.75278 -0.88645 0.30375 0.001 -0.013 -0.006 0.067
H -5.16714 -0.09933 4.22025 0.052 0.005 -0.013 0.105
C -1.40220 -0.36240 3.35874 0.045 0.021 -0.136 -0.385
H -1.07716 0.65027 5.23179 -0.028 -0.010 -0.050 0.099
H -2.05816 -1.31113 1.54571 -0.010 0.001 -0.026 0.100
C -5.62313 -0.01370 -0.97239 -0.016 -0.023 0.035 -0.414
H -0.05185 2.26304 3.58643 0.040 -0.023 0.037 0.083
N 0.23778 -2.32639 -2.57630 0.704 -0.239 -0.142 -0.183
P 0.32183 -0.57191 2.77349 -0.017 -0.102 0.204 1.110
C -1.71847 2.68548 -1.88080 -0.049 -0.127 0.113 -0.466
Si -0.76416 -3.27183 -3.59736 -0.025 -0.078 0.030 0.346
H -2.62028 -2.86659 -1.98606 -0.029 -0.033 -0.057 0.028
H -0.65097 -5.51490 -2.55206 0.035 0.046 -0.131 0.032
N 2.83885 3.58290 -1.05208 0.009 0.082 0.060 0.113
C -0.77229 3.66715 -1.88536 0.071 0.130 0.023 -0.164
C -0.38579 -5.11062 -3.53744 0.101 -0.190 0.088 -0.178
S -2.46491 2.57304 -3.42622 -0.112 -0.059 0.087 1.071
H -3.67006 5.51532 2.37609 0.071 -0.130 -0.049 0.062
C 0.92797 -3.32961 2.99401 0.042 0.069 -0.130 -0.587
C 1.35472 0.63351 3.69512 -0.046 0.002 0.018 -0.385
C 3.64091 -1.62790 -1.71324 -0.282 -0.051 0.011 -0.351
H 0.25296 0.20229 -4.80895 0.062 0.076 0.077 0.107
C -2.38567 2.80156 0.49479 0.040 -0.133 -0.137 -0.492
C 4.31602 -0.82437 -0.62855 -0.119 -0.002 -0.076 -0.037
```
Forces are in eV/Å.

relative energy (zero: lowest compared OMol25 entry of this formula, charge and spin) = 0.0 kcal per mole
E_LUMO = -0.11 eV
E = -7010.4334 hartree
HOMO energy = -7.0664 eV